Molecular formula: C26H53N3O8
Method: DFT, ωB97M-V/def2-TZVPD

The HOMO energy is -8.89 eV. Its total charge is 0. For the energy above the lowest of the compared OMol25 structures with the same formula, charge and spin, the calculation gives 80.7 kcal/mol. Its spin multiplicity is 1. For the HOMO-LUMO gap, the calculation gives 8.0 eV. The calculation puts the LUMO energy at -0.033 Ha.

Element x y z (Å)
N1 2.156 -2.757 -0.172
C1 1.589 -1.478 -0.197
N2 2.257 -0.337 0.279
N3 0.383 -1.353 -0.673
C2 -0.766 -0.852 0.327
O1 -1.306 -1.852 0.758
O2 -0.866 0.341 0.474
H1 2.111 -3.187 0.744
H2 3.098 -2.786 -0.554
H3 2.533 -0.408 1.255
H4 3.110 -0.205 -0.259
H5 0.192 -1.566 -1.642
C3 4.443 -2.010 -5.145
C4 3.240 -1.305 -4.518
C5 3.091 -2.077 -3.217
O3 4.396 -2.507 -2.831
C6 5.304 -2.309 -3.923
H6 4.963 -1.409 -5.889
H7 4.125 -2.940 -5.620
H8 3.482 -0.260 -4.315
H9 2.343 -1.325 -5.132
H10 2.463 -2.964 -3.348
H11 2.669 -1.466 -2.417
H12 5.958 -1.464 -3.682
H13 5.920 -3.200 -4.038
C7 -5.213 1.673 2.340
C8 -3.927 0.846 2.315
C9 -2.862 1.932 2.322
O4 -3.421 3.040 3.049
C10 -4.817 2.834 3.244
H14 -6.081 1.127 2.708
H15 -5.441 2.038 1.336
H16 -3.859 0.240 3.221
H17 -3.843 0.182 1.457
H18 -2.628 2.261 1.308
H19 -1.936 1.615 2.798
H20 -4.987 2.593 4.301
H21 -5.356 3.754 3.010
C11 -3.470 -0.219 6.298
C12 -4.542 0.712 6.861
C13 -4.659 0.212 8.296
O5 -3.369 -0.280 8.658
C14 -2.545 -0.384 7.496
H22 -2.961 0.178 5.421
H23 -3.913 -1.180 6.029
H24 -4.181 1.743 6.845
H25 -5.487 0.675 6.321
H26 -5.380 -0.610 8.371
H27 -4.953 0.993 8.998
H28 -1.796 0.415 7.529
H29 -2.026 -1.343 7.507
C15 -3.930 -3.244 -1.121
C16 -4.052 -4.710 -0.706
C17 -3.536 -5.427 -1.948
O6 -2.566 -4.562 -2.539
C18 -2.646 -3.267 -1.933
H30 -3.882 -2.550 -0.285
H31 -4.776 -2.964 -1.754
H32 -3.399 -4.910 0.146
H33 -5.064 -5.008 -0.436
H34 -4.342 -5.598 -2.671
H35 -3.067 -6.386 -1.723
H36 -1.778 -3.131 -1.283
H37 -2.625 -2.505 -2.716
C19 4.765 3.558 1.425
C20 3.796 3.511 2.607
C21 3.174 2.132 2.443
O7 4.185 1.304 1.846
C22 5.263 2.119 1.377
H38 5.572 4.277 1.546
H39 4.224 3.802 0.509
H40 4.350 3.569 3.546
H41 3.055 4.308 2.600
H42 2.309 2.160 1.774
H43 2.864 1.689 3.390
H44 6.122 1.974 2.040
H45 5.545 1.799 0.372
C23 2.631 3.439 -6.732
C24 1.552 3.402 -5.650
C25 1.004 1.990 -5.812
O8 2.094 1.184 -6.269
C26 3.181 2.021 -6.665
H46 3.396 4.196 -6.566
H47 2.176 3.622 -7.708
H48 2.007 3.520 -4.664
H49 0.787 4.167 -5.764
H50 0.208 1.957 -6.562
H51 0.617 1.575 -4.880
H52 3.976 1.941 -5.914
H53 3.573 1.668 -7.620

Mulliken charges in e:
1 N -0.31
2 C -0.54
3 N -0.16
4 N 0.40
5 C 0.41
6 O -0.62
7 O -0.63
8 H 0.28
9 H 0.25
10 H 0.23
11 H 0.25
12 H 0.37
13 C -0.61
14 C -0.28
15 C -0.01
16 O -0.41
17 C -0.52
18 H 0.34
19 H 0.29
20 H 0.11
21 H 0.35
22 H 0.25
23 H -0.04
24 H 0.28
25 H 0.31
26 C -0.58
27 C 0.17
28 C -0.39
29 O -0.45
30 C -0.29
31 H 0.35
32 H 0.28
33 H -0.01
34 H 0.00
35 H 0.33
36 H 0.26
37 H 0.05
38 H 0.31
39 C -0.24
40 C -0.45
41 C -0.48
42 O -0.39
43 C -0.49
44 H 0.12
45 H 0.24
46 H 0.23
47 H 0.35
48 H 0.26
49 H 0.28
50 H 0.28
51 H 0.28
52 C -0.35
53 C -0.60
54 C -0.46
55 O -0.47
56 C 0.01
57 H 0.13
58 H 0.31
59 H 0.26
60 H 0.36
61 H 0.27
62 H 0.27
63 H -0.04
64 H 0.30
65 C -0.53
66 C -0.59
67 C -0.36
68 O -0.40
69 C -0.39
70 H 0.35
71 H 0.26
72 H 0.27
73 H 0.33
74 H 0.25
75 H 0.33
76 H 0.24
77 H 0.25
78 C -0.53
79 C -0.55
80 C -0.35
81 O -0.34
82 C -0.43
83 H 0.32
84 H 0.26
85 H 0.26
86 H 0.34
87 H 0.26
88 H 0.23
89 H 0.24
90 H 0.31

***

Molecular formula: C26H54BrN2O2
Method: DFT, ωB97M-V/def2-TZVPD

The HOMO energy is -12.31 eV. Its total charge is +1. Its spin multiplicity is 1. For the HOMO-LUMO gap, the calculation gives 8.1 eV. The calculation puts the LUMO energy at -0.156 Ha.

Element x y z (Å)
C1 1.379 2.156 -1.425
C2 1.585 3.563 -1.476
C3 0.514 4.677 -1.139
N1 1.080 5.972 -0.837
C4 -0.104 6.796 -0.608
O1 0.170 8.149 -0.283
C5 0.506 8.144 1.158
C6 2.111 8.040 1.432
C7 2.552 6.593 2.007
O2 2.902 8.380 0.267
C8 -1.414 6.002 -0.757
N2 -0.918 4.660 -1.076
Br1 -1.981 3.158 -1.357
H1 0.565 1.757 -0.708
H2 2.002 1.471 -2.102
H3 2.623 3.943 -1.815
H4 2.081 6.209 -0.798
H5 0.051 7.170 1.593
H6 0.009 9.017 1.702
H7 2.349 8.816 2.242
H8 1.666 5.929 2.304
H9 3.181 6.755 2.964
H10 3.191 5.979 1.264
H11 3.682 7.775 0.186
H12 -2.466 6.413 -0.631
C9 -5.139 1.912 1.279
C10 -5.105 0.622 0.471
C11 -5.785 0.749 -0.894
C12 -7.280 1.074 -0.849
C13 -8.140 0.078 -0.067
C14 -8.123 -1.325 -0.661
H13 -6.161 2.220 1.508
H14 -4.615 1.776 2.230
H15 -4.647 2.724 0.736
H16 -5.556 -0.187 1.052
H17 -4.058 0.338 0.313
H18 -5.629 -0.182 -1.450
H19 -5.279 1.532 -1.472
H20 -7.653 1.131 -1.878
H21 -7.426 2.072 -0.425
H22 -9.174 0.440 -0.063
H23 -7.826 0.038 0.981
H24 -8.481 -1.315 -1.694
H25 -8.775 -1.986 -0.083
H26 -7.119 -1.756 -0.648
C15 2.147 -1.852 -1.140
C16 3.463 -2.243 -0.484
C17 4.564 -1.197 -0.675
C18 4.978 -0.945 -2.128
C19 5.465 -2.179 -2.891
C20 6.721 -2.798 -2.291
H27 2.248 -1.752 -2.223
H28 1.388 -2.616 -0.949
H29 1.779 -0.903 -0.738
H30 3.787 -3.216 -0.863
H31 3.291 -2.374 0.590
H32 5.440 -1.502 -0.092
H33 4.231 -0.248 -0.241
H34 5.772 -0.189 -2.134
H35 4.141 -0.501 -2.676
H36 5.682 -1.885 -3.924
H37 4.673 -2.933 -2.947
H38 7.540 -2.074 -2.270
H39 7.041 -3.655 -2.890
H40 6.548 -3.153 -1.272
C21 1.186 -5.931 -0.806
C22 0.012 -6.101 0.147
C23 -0.006 -5.065 1.272
C24 1.199 -5.109 2.217
C25 1.430 -6.452 2.915
C26 0.279 -6.861 3.826
H41 2.143 -6.061 -0.296
H42 1.135 -6.674 -1.606
H43 1.172 -4.938 -1.267
H44 0.016 -7.116 0.557
H45 -0.918 -6.007 -0.426
H46 -0.928 -5.191 1.849
H47 -0.062 -4.063 0.831
H48 1.069 -4.332 2.979
H49 2.106 -4.839 1.668
H50 2.341 -6.376 3.520
H51 1.616 -7.241 2.180
H52 0.109 -6.107 4.600
H53 0.509 -7.808 4.321
H54 -0.649 -6.996 3.266

Mulliken charges in e:
1 C -0.48
2 C -0.40
3 C 0.34
4 N 0.13
5 C 0.36
6 O -0.38
7 C -0.53
8 C 0.10
9 C -0.95
10 O -0.57
11 C -0.49
12 N 0.00
13 Br 0.20
14 H 0.27
15 H 0.24
16 H 0.24
17 H 0.32
18 H 0.31
19 H 0.32
20 H 0.42
21 H 0.25
22 H 0.31
23 H 0.23
24 H 0.37
25 H 0.39
26 C -1.09
27 C -0.37
28 C -0.42
29 C -0.78
30 C -0.37
31 C -1.17
32 H 0.30
33 H 0.37
34 H 0.20
35 H 0.28
36 H 0.34
37 H 0.34
38 H 0.17
39 H 0.38
40 H 0.30
41 H 0.35
42 H 0.24
43 H 0.30
44 H 0.37
45 H 0.28
46 C -0.85
47 C -0.10
48 C -0.88
49 C -0.47
50 C -0.48
51 C -1.22
52 H 0.27
53 H 0.20
54 H 0.11
55 H 0.22
56 H 0.28
57 H 0.35
58 H 0.40
59 H 0.42
60 H 0.11
61 H 0.40
62 H 0.24
63 H 0.30
64 H 0.38
65 H 0.29
66 C -0.94
67 C -0.46
68 C -0.67
69 C -0.26
70 C -0.52
71 C -1.22
72 H 0.25
73 H 0.41
74 H 0.13
75 H 0.26
76 H 0.35
77 H 0.36
78 H 0.30
79 H 0.40
80 H 0.03
81 H 0.39
82 H 0.26
83 H 0.29
84 H 0.38
85 H 0.28